Record 1
{"formula": "CHEuF4O", "method": "the ωB97M-V functional and the def2-TZVPD basis", "s_squared": 12.03, "total_energy_ha": -1223.01726, "multiplicity": 7, "charge": 2, "symbols": ["F", "H", "C", "F", "F", "Eu", "F", "O"], "coordinates": [[-1.322, 0.232, -0.869], [0.939, -1.711, -1.054], [-0.779, -0.898, -0.448], [-1.408, -1.907, -1.013], [1.426, 2.795, 0.287], [1.969, 1.161, -0.834], [-0.874, -1.038, 0.856], [0.562, -0.839, -0.850]]}

---

Record 2
{"formula": "C3H4N4S", "method": "the ωB97M-V functional and the def2-TZVPD basis", "smiles": "C=Nn1cnc(=S)[nH]1", "total_energy_ha": -733.83324, "e_above_lowest_kcal_mol": 46.5, "multiplicity": 1, "charge": 0, "symbols": ["N", "N", "H", "H", "C", "H", "H", "N", "S", "C", "C", "N"], "coordinates": [[1.287, -0.875, -0.138], [0.058, -0.242, -0.013], [2.365, 0.908, 0.370], [3.313, -0.712, 0.086], [-2.093, 0.000, -0.107], [-1.214, -1.800, 0.258], [0.563, 1.756, -0.247], [-1.133, -0.933, -0.178], [-3.740, -0.329, 0.028], [2.333, -0.158, 0.068], [-0.238, 1.084, -0.048], [-1.500, 1.301, -0.077]]}

---

Which of these has the lowest charge?
C3H4N4S